Density functional theory data (wB97M-V/def2-TZVPD) for a 2-piece molecular cluster, C10H22BrP overall.

Results
- Molecular weight: 253.16 u
- Maximum force: 0.0909 Eh/bohr
- E_tot: -3309.43908 Ha
- Kohn-Sham gap: 10.0 eV
- HOMO level: -9.28 eV
- Charge: 0
- Energy relative to the best compared isomer or geometry (same formula, charge and spin): 2.037 eV

XYZ file:
```
34
Properties=species:S:1:pos:R:3:forces:R:3:nbo_charge:R:1
C -3.3377 -2.2440 0.2231 1.680 -2.076 0.905 -0.6037
C -2.9122 -0.4601 1.8984 -0.544 -0.963 1.612 -0.6156
C 1.6283 2.5479 0.7350 -0.423 0.331 0.774 -0.6303
C -0.8656 0.7195 -0.1084 0.317 2.488 -1.089 -0.4149
C -1.3267 -0.7041 -0.1068 -2.557 0.802 -2.882 -0.3906
C 0.4233 0.9746 -0.9717 -0.800 0.922 3.015 -0.4026
C 2.9139 1.1828 -1.0025 -1.772 -0.189 1.443 -0.4927
C -2.7863 -0.8153 0.4374 -0.527 -0.593 -1.183 -0.2367
C 1.6219 1.1810 -0.0709 0.798 1.245 0.568 -0.1950
C 3.5423 -0.2059 -0.9473 2.635 -1.281 -3.641 -0.5360
P 2.5446 -1.7881 -1.1451 2.886 -0.737 -2.050 0.3244
Br 4.6925 -0.3326 0.6307 -0.045 0.274 0.000 0.0109
H -2.9782 -2.8502 1.2025 -1.122 1.072 -2.197 0.1950
H -2.7819 -2.8397 -0.6422 -1.629 1.429 1.414 0.2119
H -4.4628 -2.2402 0.1692 1.252 -0.356 -0.093 0.2201
H -3.4570 0.4486 2.1109 -0.170 0.340 -0.154 0.2126
H -3.4124 -1.2723 2.5525 0.859 1.165 -1.149 0.2084
H -1.9112 -0.3053 2.2528 0.511 0.024 0.748 0.2076
H 0.8185 2.7746 1.5577 1.275 -1.022 -1.654 0.2165
H 2.6053 2.4845 1.2819 -0.786 0.705 -0.404 0.2173
H 1.5628 3.4703 0.0553 0.453 -1.404 0.731 0.2071
H -0.9053 1.3385 0.8316 0.466 -1.110 -0.479 0.2100
H -1.5612 1.2874 -0.7353 -0.754 -0.325 0.300 0.2029
H -0.6819 -1.4381 0.2688 1.071 -0.962 1.141 0.2033
H -1.3722 -0.9443 -1.2596 -0.081 0.106 2.023 0.1978
H 0.2710 1.7872 -1.6926 0.202 -0.129 0.197 0.2024
H 0.6034 0.0772 -1.4461 0.268 -1.841 -1.746 0.2009
H 2.4855 1.6608 -1.8879 0.710 -0.966 -0.761 0.2340
H 3.6082 1.9000 -0.6234 0.692 0.330 0.274 0.2259
H -3.4417 -0.0914 -0.1072 0.702 -0.547 -0.070 0.1970
H 1.6860 0.3219 0.6577 -0.082 0.893 -0.533 0.2058
H 4.4490 -0.4836 -2.0607 -2.728 1.137 3.369 0.2508
H 3.7029 -2.6730 -0.6493 -1.445 1.082 -1.033 0.0094
H 1.9782 -2.0208 0.0171 -1.311 0.158 2.601 -0.0539
```
Forces are in eV/Å.